Run P
Formula: C6H10N2
Source: OMol25
Level of theory: wB97M-V/def2-TZVPD

As for the HOMO-LUMO gap: 0.32840 Ha.

Atoms and positions in Å:
C  0.82126  -2.20473  1.44529
C  -0.10680  0.10411  -0.53613
C  1.22990  0.44981  -1.05223
H  -3.05066  1.98685  -2.24914
H  0.44345  -2.89196  0.69800
C  0.48407  -0.91842  1.43316
N  -0.88500  -0.37607  0.26061
H  1.79890  0.95029  -0.26646
N  0.96247  0.05897  2.26748
C  -2.34074  1.60290  -1.51597
H  0.27704  0.77226  2.47969
H  -1.52555  0.03182  -2.71476
H  1.75156  -0.45956  -1.35533
H  -2.33124  2.09227  -0.54395
H  1.43481  -2.63444  2.23680
H  1.44613  -0.27115  3.09964
H  1.12891  1.12235  -1.90531
C  -1.53851  0.58469  -1.78140

Run Q
Formula: C6H10N2
Source: OMol25
Level of theory: wB97M-V/def2-TZVPD

As for the HOMO-LUMO gap: 0.37451 Ha.

Atoms and positions in Å:
H  0.30995  -1.45177  -1.05102
C  -0.73947  -0.95949  -0.96740
H  -0.16509  -1.31171  1.41841
C  0.73012  0.90475  0.06479
H  -0.84009  -0.76894  -2.13812
N  -2.13277  2.42394  -0.09215
C  -1.06849  -0.64606  0.94466
C  2.27194  0.23517  -0.00253
H  0.82281  1.90206  -0.56310
C  -1.60534  1.33447  -0.31067
H  -1.95556  -2.60367  0.10931
N  -1.78830  -1.49408  -0.01949
H  2.72062  0.05136  -1.17012
C  -0.71925  0.30299  -0.11170
H  0.62207  1.37762  1.18207
H  2.36642  -0.60914  0.76388
H  2.84863  1.34608  0.22520
H  -1.67821  -0.03358  1.71799

What should be chosen as the most stable of them? Choose run P.

Run P
Formula: C6H10N2
Source: OMol25
Level of theory: wB97M-V/def2-TZVPD

The SMILES is [H]/N=C(/N)[C@@]1(C)CC1=C. As for the HOMO-LUMO gap: 0.36935 Ha.

Atoms and positions in Å:
H  0.39011  -0.42494  2.14607
H  3.05749  -1.18484  -0.25348
C  -0.17480  0.47139  0.14020
H  -1.71975  -2.36414  0.45611
H  1.35906  1.01860  1.64850
H  -2.70876  0.81010  -0.50380
C  -1.32882  -0.42870  -0.03463
C  0.74783  0.18611  1.32466
H  0.74098  2.31689  -0.43009
C  2.09935  -0.92235  -0.68008
C  -0.25167  1.86684  -0.41698
H  1.96776  -1.10887  -1.73605
N  -0.94569  -1.74250  0.25794
C  1.13242  -0.44548  0.07155
H  -0.91285  2.49111  0.18972
H  -0.63181  1.86181  -1.43933
H  -0.29876  -2.22102  -0.35693
N  -2.52210  -0.18000  -0.38339

Run Q
Formula: C6H10N2
Source: OMol25
Level of theory: wB97M-V/def2-TZVPD

The SMILES is C1CC1/N=N/C1CC1. As for the HOMO-LUMO gap: 0.35801 Ha.

Atoms and positions in Å:
H  -0.00971  3.55576  1.87124
H  1.37721  1.62698  -0.16128
C  -0.38370  -1.90852  0.10944
C  0.29036  2.49938  1.58745
H  -1.52931  2.11034  0.18287
H  0.69455  3.20430  -0.50829
H  -0.57463  -1.27259  -2.10080
C  -0.73048  -2.03496  -1.36849
C  -0.64373  1.72054  0.58521
N  -0.91873  0.23041  0.50350
H  0.88174  1.91000  2.22972
H  1.51441  -1.95104  -1.08116
H  0.74031  -3.65205  -0.79716
C  0.63131  -2.52409  -0.78397
H  -0.83935  -2.48717  0.96967
C  0.68589  2.34104  0.15270
N  0.07780  -0.55189  0.46733
H  -1.26392  -2.81644  -1.85797

What should be chosen as the most stable of them? Choose run P.

Run P
Formula: C6H10N2
Source: OMol25
Level of theory: wB97M-V/def2-TZVPD

As for the HOMO-LUMO gap: 0.32794 Ha.

Atoms and positions in Å:
N  -1.70230  0.25500  -1.32866
C  -1.21632  -2.45207  0.69551
C  0.42773  1.09613  -0.28131
H  2.49023  -0.10064  0.62912
C  1.15083  2.35426  -0.54224
N  0.73562  -1.05506  1.17754
H  -2.16562  -2.15620  1.14905
H  2.11119  2.16852  -1.03216
C  1.51235  0.05511  1.07770
H  1.49949  0.70973  1.94514
C  -0.56319  0.37223  -0.58181
H  -1.73578  0.88168  -2.12504
H  1.36810  2.89069  0.38689
H  -0.77319  -3.23940  1.31217
H  0.56890  3.02534  -1.18257
H  -1.42945  -2.85899  -0.29561
H  -1.93824  -0.69459  -1.58248
C  -0.34034  -1.25174  0.57874

Run Q
Formula: C6H10N2
Source: OMol25
Level of theory: wB97M-V/def2-TZVPD

As for the HOMO-LUMO gap: 0.26125 Ha.

Atoms and positions in Å:
C  -0.66214  1.53119  0.20291
H  -2.82661  -0.11059  0.26671
C  0.67262  1.01341  -0.30636
H  1.67644  0.14541  -1.97277
C  0.79347  -1.85363  0.95137
C  -0.84534  0.11237  0.69100
N  1.49266  0.53822  0.65814
C  0.43673  -0.41349  0.80286
C  0.98506  0.96221  -1.76771
N  -2.06830  -0.52919  0.78254
H  1.49480  1.89766  -2.02235
H  0.09262  0.88443  -2.39255
H  -0.04192  -2.55746  0.93697
H  -2.05255  -1.53561  0.71111
H  -1.37197  1.82191  -0.57176
H  -0.59112  2.29091  0.98549
H  1.33608  -2.02492  1.88301
H  1.47947  -2.17284  0.16138

Run R
Formula: C6H10N2
Source: OMol25
Level of theory: wB97M-V/def2-TZVPD

As for the HOMO-LUMO gap (alpha / beta): 0.28323 / 0.28263 Ha.

Atoms and positions in Å:
H  -0.33024  -1.72759  1.91908
H  -2.26306  1.56463  -1.01527
C  -0.12819  0.04679  0.74820
H  -0.81786  1.98592  1.14233
N  0.84948  1.01010  0.29617
C  1.94706  -1.48131  0.09432
H  2.57959  -0.72561  0.55414
H  -0.72663  1.41058  -1.90317
H  1.70347  -2.23638  0.84554
H  -1.76677  -0.56441  1.94884
C  -1.20565  1.83994  -1.02448
C  0.69330  -0.86896  -0.43736
H  -0.74292  -0.70300  -1.71418
C  -0.74495  -0.76317  1.65550
H  2.47407  -1.96838  -0.72411
H  -1.14894  2.92667  -1.12548
C  -0.50358  1.42743  0.25156
N  0.13181  -1.17324  -1.51162

Run S
Formula: C6H10N2
Source: OMol25
Level of theory: wB97M-V/def2-TZVPD

As for the HOMO-LUMO gap: 0.33418 Ha.

Atoms and positions in Å:
H  2.86338  1.15139  0.87302
H  0.20091  1.81155  0.50387
H  -4.18335  0.42588  0.50076
N  0.35660  -0.20148  -0.59013
H  -2.21888  0.64335  -1.12386
H  3.20760  1.35766  -0.84608
H  2.12274  -1.03296  -1.51026
C  -2.20049  -0.03264  -0.15729
C  -3.20785  -0.13211  0.78791
C  2.23798  0.90387  -0.17583
H  2.46124  -1.31096  0.28947
C  1.88062  -0.55311  -0.52224
H  -0.24415  -2.58588  0.69798
H  -2.99263  -0.60734  2.24873
N  -0.97390  -1.90247  0.79305
H  0.79621  1.73979  -1.49306
C  0.78502  1.17871  -0.35177
C  -0.89106  -0.85323  0.07574

What should be chosen as the most stable of them? Choose run Q.

Run P
Formula: C4H4O2
Source: OMol25
Level of theory: wB97M-V/def2-TZVPD

As for the HOMO-LUMO gap: 0.42494 Ha.

Atoms and positions in Å:
C  -0.93662  0.21751  -0.68727
O  1.20826  0.94719  0.07786
H  -0.67924  0.43027  -1.72149
C  -0.10511  -0.72822  0.16613
H  -0.51647  -1.62704  0.60126
O  2.36385  -1.05286  0.22353
C  1.35472  -0.44037  0.08771
C  -0.17363  0.77553  0.43472
H  -1.99981  0.12066  -0.46573
H  -0.51595  1.35734  1.28327

Run Q
Formula: C4H4O2
Source: OMol25
Level of theory: wB97M-V/def2-TZVPD

The SMILES is C[C@]12O[C@H]1C2=O. As for the HOMO-LUMO gap (alpha / beta): 0.28194 / 0.28777 Ha.

Atoms and positions in Å:
O  0.23088  1.47006  -0.39309
C  1.32902  0.58478  -0.81533
H  1.35759  0.29807  -1.85042
O  2.02556  -1.26975  0.75955
H  -1.47468  -0.42060  -0.72085
C  1.37085  -0.31230  0.36253
C  0.04626  0.34241  0.55033
C  -1.34709  -0.19758  0.36702
H  -2.10433  0.61161  0.69347
H  -1.43408  -1.10670  1.04680

What should be chosen as the most stable of them? Choose run P.